[1]
Formula: C29H30Br2O7PReS2
Source: OMol25
Level of theory: ωB97M-V/def2-TZVPD

The net charge is +1. Its highest occupied orbital energy (spin up / spin down) is -0.353 / -0.338 Ha. The value obtained for the energy relative to the best compared isomer or geometry (same formula, charge and spin) is 2.4445 eV. The spin multiplicity is 2.

Geometry (Å):
Re -1.086 1.355 0.254
O -0.197 -2.417 -2.458
S -1.354 -1.601 -2.505
O -2.411 -1.726 -1.567
O -0.548 -0.617 0.561
C -2.004 -1.396 -4.130
C -2.306 -2.414 -5.010
C -2.829 -2.052 -6.247
C -3.026 -0.717 -6.581
C -2.706 0.301 -5.690
C -2.202 -0.068 -4.460
S -1.695 1.038 -3.189
O -2.765 1.308 -2.285
O -0.862 2.067 -3.688
O -0.759 -0.043 -2.429
H -2.127 -3.450 -4.755
H -3.075 -2.823 -6.964
H -3.419 -0.465 -7.556
H -2.829 1.342 -5.956
Br -1.429 3.783 -0.270
C -3.226 4.389 0.256
Br -4.590 3.857 -0.977
H -3.188 5.470 0.310
H -3.433 3.933 1.216
C 3.937 -1.297 1.284
C 2.937 -2.413 1.138
C 3.383 -3.727 1.033
C 2.494 -4.781 0.890
C 1.126 -4.543 0.850
C 0.660 -3.244 0.949
C 1.558 -2.187 1.098
P 0.848 -0.547 1.215
C 1.788 0.638 0.224
C 1.885 0.225 -1.114
C 2.494 1.011 -2.072
C 3.015 2.239 -1.695
C 2.950 2.646 -0.374
C 2.359 1.865 0.620
C 2.449 2.370 2.036
C 0.701 -0.093 2.933
C 1.401 -0.819 3.902
C 1.288 -0.489 5.238
C 0.449 0.556 5.608
C -0.258 1.259 4.649
C -0.140 0.967 3.288
C -0.886 1.829 2.292
H 4.857 -1.676 1.727
H 3.574 -0.491 1.926
H 4.187 -0.853 0.318
H 4.447 -3.924 1.070
H 2.871 -5.792 0.808
H 0.430 -5.363 0.739
H -0.402 -3.043 0.898
H 1.490 -0.744 -1.395
H 2.561 0.669 -3.096
H 3.494 2.876 -2.427
H 3.395 3.590 -0.088
H 3.232 3.125 2.097
H 2.685 1.582 2.749
H 1.519 2.833 2.360
H 2.019 -1.658 3.609
H 1.831 -1.051 5.985
H 0.341 0.818 6.653
H -0.915 2.066 4.951
H -0.432 2.828 2.358
H -1.892 1.977 2.722
C -3.634 0.018 1.312
O -3.207 1.229 0.633
H -3.327 -0.852 0.734
H -4.714 0.057 1.438
H -3.140 0.015 2.279
H -3.642 1.242 -0.233

---

[2]
Formula: C36H48InN5O8P2SSb
Source: OMol25
Level of theory: ωB97M-V/def2-TZVPD

The net charge is -1. Its highest occupied orbital energy is -0.156 Ha. The value obtained for the energy relative to the best compared isomer or geometry (same formula, charge and spin) is 3.3231 eV.

Geometry (Å):
In -0.408 0.866 1.838
O -5.695 4.094 3.777
C -4.759 3.374 3.529
C -4.586 2.478 2.327
O -5.395 2.254 1.420
C -3.272 1.905 2.444
C -2.593 2.329 3.608
O -1.419 1.943 3.903
C -3.510 3.189 4.397
O -3.352 3.632 5.512
O -2.776 1.061 1.601
O -0.556 2.940 0.245
S 0.554 3.640 0.923
O 0.143 4.684 1.824
O 1.502 2.664 1.478
C 1.465 4.381 -0.410
C 1.712 5.744 -0.387
C 2.430 6.329 -1.421
C 2.887 5.543 -2.473
C 2.625 4.178 -2.483
C 1.917 3.574 -1.447
P 1.527 1.749 -1.486
C 3.168 0.995 -1.793
C 4.342 1.570 -1.306
C 5.546 0.882 -1.368
C 5.602 -0.391 -1.918
C 4.437 -0.981 -2.392
C 3.231 -0.301 -2.312
C 0.690 1.745 -3.128
C 1.143 1.186 -4.315
C 0.351 1.219 -5.461
C -0.902 1.810 -5.433
C -1.361 2.381 -4.249
C -0.575 2.346 -3.110
H 1.340 6.323 0.448
H 2.628 7.394 -1.408
H 3.440 5.992 -3.289
H 2.979 3.570 -3.308
H 4.312 2.557 -0.860
H 6.445 1.343 -0.975
H 6.541 -0.929 -1.957
H 4.465 -1.980 -2.811
H 2.320 -0.795 -2.637
H 2.121 0.722 -4.363
H 0.723 0.782 -6.380
H -1.515 1.832 -6.325
H -2.333 2.861 -4.220
H -0.927 2.797 -2.185
N 0.880 -0.300 4.929
N -0.288 -1.030 4.518
H 0.599 0.522 5.454
H 1.316 0.054 4.081
H -1.069 -0.386 4.415
H -0.521 -1.668 5.270
C 3.970 -2.311 4.072
C 2.733 -3.125 3.682
Sb 1.842 -2.349 1.873
C 0.177 -3.729 1.794
C 0.403 -5.155 2.295
C 3.211 -3.365 0.509
C 3.896 -4.656 0.954
H 4.462 -2.723 4.958
H 3.698 -1.279 4.297
H 4.711 -2.290 3.267
H 1.967 -3.051 4.457
H 2.984 -4.178 3.544
H -0.167 -3.728 0.755
H -0.593 -3.230 2.390
H 1.110 -5.697 1.666
H -0.531 -5.728 2.300
H 0.795 -5.165 3.313
H 3.965 -2.603 0.285
H 2.651 -3.515 -0.419
H 4.468 -4.509 1.872
H 4.597 -5.014 0.193
H 3.185 -5.461 1.141
C -0.456 -1.419 -1.659
H 0.116 -0.725 -1.036
H 0.022 -2.400 -1.695
C -4.852 -0.520 -2.287
N -4.270 0.166 -1.069
C -4.785 -0.572 0.191
N -4.442 -1.953 0.120
C -4.997 -2.565 -1.071
N -4.540 -1.920 -2.304
C -3.104 -2.187 -2.517
P -2.067 -1.481 -1.180
C -2.767 0.211 -1.158
C -2.990 -2.170 0.280
H -4.447 -0.028 -3.170
H -5.931 -0.376 -2.241
H -4.615 1.126 -0.977
H -5.863 -0.414 0.209
H -4.312 -0.066 1.022
H -6.085 -2.496 -1.021
H -4.712 -3.616 -1.109
H -2.766 -1.742 -3.453
H -2.958 -3.267 -2.593
H -2.466 0.721 -2.075
H -2.399 0.775 -0.303
H -2.640 -1.659 1.178
H -2.777 -3.235 0.386

---

[3]
Formula: C27H42BF4IrN6O2SSi
Source: OMol25
Level of theory: ωB97M-V/def2-TZVPD

The net charge is +1. Its highest occupied orbital energy (spin up / spin down) is -0.408 / -0.408 Ha. The spin multiplicity is 2.

Geometry (Å):
Ir 0.104 1.048 0.338
N 5.001 -1.602 5.353
C 3.822 -1.154 4.956
C 3.690 0.202 4.531
C 2.500 0.634 4.030
C 1.425 -0.261 3.941
C 1.509 -1.576 4.454
C 2.688 -2.024 4.950
S -0.087 0.348 3.217
O -1.115 0.051 4.163
O 0.218 1.719 2.864
N -0.337 -0.357 1.779
C -1.019 -1.576 1.725
N -1.877 -1.730 0.725
C -2.551 -2.879 0.673
C -2.377 -3.879 1.605
C -1.451 -3.618 2.602
N -0.764 -2.484 2.666
H 5.818 -1.010 5.331
H 5.129 -2.564 5.629
H 4.554 0.854 4.551
H 2.391 1.637 3.648
H 0.639 -2.211 4.398
H 2.793 -3.036 5.317
H -3.250 -2.983 -0.151
H -2.925 -4.808 1.561
H -1.246 -4.348 3.378
N -3.214 0.841 0.868
C -2.773 2.099 0.885
C -3.664 3.153 1.202
C -3.209 4.430 1.297
C -1.843 4.681 1.094
C -1.041 3.633 0.765
N -1.479 2.349 0.599
H -4.174 0.659 1.098
H -2.611 0.054 0.637
H -4.701 2.905 1.377
H -3.888 5.235 1.543
H -1.419 5.668 1.200
H 0.015 3.792 0.632
F 4.015 -0.776 -0.139
B 3.453 -0.349 1.026
F 4.221 0.612 1.659
F 3.094 -1.380 1.876
F 2.143 0.381 0.679
C -0.643 -2.830 -2.247
C 0.428 -1.735 -2.185
C 1.179 -1.792 -3.532
C 1.415 -2.110 -1.074
Si -0.222 0.060 -1.921
C 1.000 1.425 -2.586
C 2.493 1.112 -2.426
C 0.678 2.537 -1.588
C 0.838 1.962 -4.011
C -1.968 0.286 -2.747
C -2.496 1.727 -2.679
C -1.839 -0.095 -4.238
C -3.079 -0.618 -2.190
H -0.134 -3.797 -2.316
H -1.282 -2.744 -3.125
H -1.270 -2.853 -1.361
H 1.520 -2.821 -3.691
H 2.062 -1.160 -3.550
H 0.551 -1.526 -4.382
H 1.795 -3.121 -1.256
H 0.950 -2.106 -0.084
H 2.273 -1.445 -1.045
H 2.754 0.717 -1.460
H 3.059 2.040 -2.567
H 2.852 0.415 -3.180
H 1.029 2.292 -0.507
H -0.344 2.898 -1.632
H 1.342 3.404 -1.707
H 1.048 1.182 -4.745
H 1.567 2.764 -4.175
H -0.147 2.369 -4.225
H -1.858 2.442 -3.193
H -2.638 2.071 -1.656
H -3.473 1.767 -3.172
H -1.073 0.467 -4.769
H -2.795 0.112 -4.730
H -1.637 -1.157 -4.372
H -3.313 -0.403 -1.155
H -2.841 -1.674 -2.279
H -3.988 -0.440 -2.776

---

[4]
Formula: C8H7F2NOS
Source: OMol25
Level of theory: ωB97M-V/def2-TZVPD

Its highest occupied orbital energy is -0.343 Ha. The value obtained for the energy relative to the best compared isomer or geometry (same formula, charge and spin) is 0.9512 eV.

Geometry (Å):
C -0.763 -2.711 -0.256
C -2.079 -2.397 -0.107
C -0.031 -0.464 0.237
C 0.263 -1.688 -0.123
C -2.562 -1.077 0.021
C -1.666 -0.064 0.279
C -0.117 1.862 0.957
C 0.742 0.799 0.387
N 1.305 1.265 -0.898
O -1.564 1.931 -1.212
F 1.492 -2.102 -0.241
F -3.948 -0.861 0.040
S -1.779 1.741 0.199
H -0.399 -3.641 -0.245
H -2.856 -3.250 -0.325
H 0.002 1.943 2.059
H 0.092 2.840 0.581
H 1.583 0.652 1.050
H 1.904 0.504 -1.290
H 0.497 1.345 -1.570

---

Copy entry 1 word for word.
Formula: C29H30Br2O7PReS2
Source: OMol25
Level of theory: ωB97M-V/def2-TZVPD

The net charge is +1. Its highest occupied orbital energy (spin up / spin down) is -0.353 / -0.338 Ha. The value obtained for the energy relative to the best compared isomer or geometry (same formula, charge and spin) is 2.4445 eV. The spin multiplicity is 2.

Geometry (Å):
Re -1.086 1.355 0.254
O -0.197 -2.417 -2.458
S -1.354 -1.601 -2.505
O -2.411 -1.726 -1.567
O -0.548 -0.617 0.561
C -2.004 -1.396 -4.130
C -2.306 -2.414 -5.010
C -2.829 -2.052 -6.247
C -3.026 -0.717 -6.581
C -2.706 0.301 -5.690
C -2.202 -0.068 -4.460
S -1.695 1.038 -3.189
O -2.765 1.308 -2.285
O -0.862 2.067 -3.688
O -0.759 -0.043 -2.429
H -2.127 -3.450 -4.755
H -3.075 -2.823 -6.964
H -3.419 -0.465 -7.556
H -2.829 1.342 -5.956
Br -1.429 3.783 -0.270
C -3.226 4.389 0.256
Br -4.590 3.857 -0.977
H -3.188 5.470 0.310
H -3.433 3.933 1.216
C 3.937 -1.297 1.284
C 2.937 -2.413 1.138
C 3.383 -3.727 1.033
C 2.494 -4.781 0.890
C 1.126 -4.543 0.850
C 0.660 -3.244 0.949
C 1.558 -2.187 1.098
P 0.848 -0.547 1.215
C 1.788 0.638 0.224
C 1.885 0.225 -1.114
C 2.494 1.011 -2.072
C 3.015 2.239 -1.695
C 2.950 2.646 -0.374
C 2.359 1.865 0.620
C 2.449 2.370 2.036
C 0.701 -0.093 2.933
C 1.401 -0.819 3.902
C 1.288 -0.489 5.238
C 0.449 0.556 5.608
C -0.258 1.259 4.649
C -0.140 0.967 3.288
C -0.886 1.829 2.292
H 4.857 -1.676 1.727
H 3.574 -0.491 1.926
H 4.187 -0.853 0.318
H 4.447 -3.924 1.070
H 2.871 -5.792 0.808
H 0.430 -5.363 0.739
H -0.402 -3.043 0.898
H 1.490 -0.744 -1.395
H 2.561 0.669 -3.096
H 3.494 2.876 -2.427
H 3.395 3.590 -0.088
H 3.232 3.125 2.097
H 2.685 1.582 2.749
H 1.519 2.833 2.360
H 2.019 -1.658 3.609
H 1.831 -1.051 5.985
H 0.341 0.818 6.653
H -0.915 2.066 4.951
H -0.432 2.828 2.358
H -1.892 1.977 2.722
C -3.634 0.018 1.312
O -3.207 1.229 0.633
H -3.327 -0.852 0.734
H -4.714 0.057 1.438
H -3.140 0.015 2.279
H -3.642 1.242 -0.233

---

Number 4 is which compound? C8H7F2NOS